Computed, not measured: C27H14Br2Cl4IN3O2S2V as an isolated structure, with the ωB97M-V functional and the def2-TZVPD basis.

Values from the calculation:
lowest unoccupied orbital energy (alpha / beta) = 3.74 / 3.74 eV
orbital gap (alpha / beta) = 4.1 / 4.2 eV
HOMO energy (alpha / beta) = -0.398 / -0.425 eV
energy above the lowest of the compared OMol25 structures with the same formula, charge and spin = 7.7 kcal per mole
F_max = 0.053 Eh/bohr

Structure (ORCA input):
```
! wB97M-V def2-TZVPD RIJCOSX def2/J DEFGRID3
* xyz -2 2
V 0.721 -0.005 -0.676
Br 1.485 -3.024 5.103
C 1.245 -2.123 3.440
C 1.486 -0.735 3.361
C 1.303 -0.126 2.151
N 0.942 -0.788 1.031
C 0.768 -2.150 1.107
C 0.882 -2.834 2.331
C 0.571 -2.739 -0.169
C 0.283 -4.096 -0.403
C 0.206 -4.530 -1.696
Br -0.122 -6.372 -2.062
C 0.410 -3.637 -2.765
C 0.646 -2.320 -2.462
N 0.729 -1.841 -1.205
H 1.791 -0.169 4.227
H 1.464 0.938 2.031
H 0.695 -3.896 2.397
H 0.113 -4.773 0.421
H 0.370 -3.970 -3.791
H 0.795 -1.599 -3.256
S 3.069 0.092 -0.615
C 3.566 0.837 -2.113
C 4.927 1.025 -2.367
C 5.361 1.739 -3.471
C 4.428 2.270 -4.355
C 3.079 2.039 -4.154
C 2.623 1.315 -3.046
S 0.923 1.002 -2.862
H 5.636 0.606 -1.663
H 6.422 1.896 -3.636
H 4.757 2.861 -5.203
H 2.338 2.426 -4.843
Cl -3.697 4.970 0.486
C -2.970 3.480 -0.012
C -3.752 2.492 -0.582
Cl -5.450 2.753 -0.801
C -3.161 1.284 -0.968
Cl -4.124 0.048 -1.712
C -1.808 1.034 -0.765
O -1.203 -0.069 -1.053
C -0.989 2.065 -0.175
O 0.258 1.779 -0.039
C -1.600 3.269 0.182
Cl -0.632 4.533 0.861
I -0.743 2.642 4.184
C -2.154 1.262 3.441
C -3.501 1.560 3.537
C -4.391 0.591 3.094
C -3.889 -0.600 2.592
C -2.516 -0.773 2.528
N -1.656 0.148 2.962
H -3.848 2.492 3.956
H -5.458 0.767 3.138
H -4.556 -1.372 2.242
H -2.070 -1.672 2.120
*
```


Computed, not measured: C27H14Br2Cl4IN3O2S2V as an isolated structure, with the ωB97M-V functional and the def2-TZVPD basis.

Values from the calculation:
lowest unoccupied orbital energy (alpha / beta) = 3.71 / 3.71 eV
orbital gap (alpha / beta) = 4.4 / 5.3 eV
HOMO energy (alpha / beta) = -0.712 / -1.565 eV
energy above the lowest of the compared OMol25 structures with the same formula, charge and spin = 15.6 kcal per mole
F_max = 0.004 Eh/bohr

Structure (ORCA input):
```
! wB97M-V def2-TZVPD RIJCOSX def2/J DEFGRID3
* xyz -2 4
V -0.197 -0.008 0.434
Br 1.919 -5.644 3.560
C 1.303 -4.103 2.620
C -0.086 -3.905 2.479
C -0.477 -2.762 1.815
N 0.364 -1.870 1.292
C 1.724 -2.091 1.402
C 2.203 -3.226 2.106
C 2.558 -1.181 0.711
C 3.972 -1.277 0.655
C 4.649 -0.375 -0.110
Br 6.551 -0.485 -0.205
C 3.995 0.627 -0.830
C 2.616 0.662 -0.717
N 1.914 -0.190 0.020
H -0.810 -4.589 2.892
H -1.527 -2.521 1.709
H 3.263 -3.396 2.221
H 4.501 -2.045 1.198
H 4.523 1.337 -1.446
H 2.047 1.418 -1.239
S -2.368 0.051 1.521
C -2.102 0.980 2.984
C -3.175 1.231 3.844
C -3.016 1.963 5.010
C -1.760 2.463 5.338
C -0.687 2.221 4.497
C -0.831 1.482 3.318
S 0.573 1.200 2.306
H -4.149 0.839 3.574
H -3.867 2.144 5.656
H -1.618 3.040 6.245
H 0.296 2.606 4.741
Cl -0.952 5.644 -3.490
C -0.469 3.978 -3.380
C 0.046 3.312 -4.476
Cl 0.211 4.148 -5.996
C 0.434 1.974 -4.368
Cl 1.071 1.130 -5.752
C 0.333 1.220 -3.167
O 0.699 0.021 -3.054
C -0.229 1.947 -2.031
O -0.422 1.307 -0.900
C -0.598 3.277 -2.167
Cl -1.266 4.062 -0.769
I 0.886 -3.235 -1.775
C -0.838 -2.131 -2.198
C -1.420 -2.369 -3.438
C -2.528 -1.629 -3.793
C -3.023 -0.701 -2.890
C -2.381 -0.550 -1.678
N -1.295 -1.254 -1.321
H -0.975 -3.087 -4.109
H -2.986 -1.763 -4.765
H -3.877 -0.079 -3.119
H -2.722 0.184 -0.961
*
```


Computed, not measured: C27H16Cl2MoN6OS5 as an isolated structure, with the ωB97M-V functional and the def2-TZVPD basis.

Values from the calculation:
lowest unoccupied orbital energy (alpha / beta) = 4.29 / 4.29 eV
orbital gap (alpha / beta) = 5.2 / 5.2 eV
HOMO energy (alpha / beta) = -0.946 / -0.947 eV
energy above the lowest of the compared OMol25 structures with the same formula, charge and spin = 4.4 kcal per mole
F_max = 0.025 Eh/bohr

Structure (ORCA input):
```
! wB97M-V def2-TZVPD RIJCOSX def2/J DEFGRID3
* xyz -2 1
Mo -0.680 -0.261 0.101
C 1.497 2.011 -2.869
C 1.766 1.123 -3.907
C 1.640 -0.226 -3.680
C 1.214 -0.697 -2.427
N 0.886 0.176 -1.450
C 1.068 1.487 -1.670
N 1.230 -2.073 -2.267
C 0.992 -2.578 -1.097
N 0.569 -1.965 0.027
C 0.829 -2.765 1.133
N 0.948 -2.411 2.346
C 0.983 -1.026 2.684
C 1.472 -0.812 3.959
C 1.813 0.521 4.338
C 1.496 1.550 3.535
C 0.648 1.315 2.322
N 0.686 -0.062 1.792
C 1.144 -4.127 0.614
C 1.380 -5.327 1.255
C 1.722 -6.420 0.462
C 1.850 -6.297 -0.921
C 1.639 -5.074 -1.554
C 1.275 -4.006 -0.761
H 1.581 3.082 -2.989
H 2.075 1.486 -4.880
H 1.852 -0.965 -4.439
H 0.811 2.132 -0.838
H 1.722 -1.671 4.561
H 2.382 0.689 5.248
H 1.790 2.568 3.763
H 0.974 1.987 1.515
H 1.291 -5.402 2.331
H 1.892 -7.384 0.927
H 2.118 -7.167 -1.509
H 1.743 -4.955 -2.625
Cl -2.840 2.750 -3.427
C -2.622 3.097 -1.733
C -2.967 4.355 -1.241
C -2.732 4.633 0.095
Cl -3.130 6.252 0.678
C -2.184 3.706 0.975
C -1.822 3.922 2.372
C -1.212 2.952 3.055
C -0.872 1.609 2.483
N -1.376 1.394 1.137
C -1.897 2.439 0.456
C -2.077 2.128 -0.903
O -1.643 0.944 -1.255
H -3.393 5.099 -1.897
H -2.055 4.871 2.837
H -0.943 3.110 4.094
H -1.263 0.823 3.141
S -1.824 -1.882 -1.669
S -3.771 -1.284 -1.776
S -4.683 -2.099 -0.115
S -4.001 -0.918 1.427
S -2.092 -1.545 1.835
*
```


- What is the formula in the second record?
  C27H14Br2Cl4IN3O2S2V


Repeat the third record exactly.
Computed, not measured: C27H16Cl2MoN6OS5 as an isolated structure, with the ωB97M-V functional and the def2-TZVPD basis.

Values from the calculation:
lowest unoccupied orbital energy (alpha / beta) = 4.29 / 4.29 eV
orbital gap (alpha / beta) = 5.2 / 5.2 eV
HOMO energy (alpha / beta) = -0.946 / -0.947 eV
energy above the lowest of the compared OMol25 structures with the same formula, charge and spin = 4.4 kcal per mole
F_max = 0.025 Eh/bohr

Structure (ORCA input):
```
! wB97M-V def2-TZVPD RIJCOSX def2/J DEFGRID3
* xyz -2 1
Mo -0.680 -0.261 0.101
C 1.497 2.011 -2.869
C 1.766 1.123 -3.907
C 1.640 -0.226 -3.680
C 1.214 -0.697 -2.427
N 0.886 0.176 -1.450
C 1.068 1.487 -1.670
N 1.230 -2.073 -2.267
C 0.992 -2.578 -1.097
N 0.569 -1.965 0.027
C 0.829 -2.765 1.133
N 0.948 -2.411 2.346
C 0.983 -1.026 2.684
C 1.472 -0.812 3.959
C 1.813 0.521 4.338
C 1.496 1.550 3.535
C 0.648 1.315 2.322
N 0.686 -0.062 1.792
C 1.144 -4.127 0.614
C 1.380 -5.327 1.255
C 1.722 -6.420 0.462
C 1.850 -6.297 -0.921
C 1.639 -5.074 -1.554
C 1.275 -4.006 -0.761
H 1.581 3.082 -2.989
H 2.075 1.486 -4.880
H 1.852 -0.965 -4.439
H 0.811 2.132 -0.838
H 1.722 -1.671 4.561
H 2.382 0.689 5.248
H 1.790 2.568 3.763
H 0.974 1.987 1.515
H 1.291 -5.402 2.331
H 1.892 -7.384 0.927
H 2.118 -7.167 -1.509
H 1.743 -4.955 -2.625
Cl -2.840 2.750 -3.427
C -2.622 3.097 -1.733
C -2.967 4.355 -1.241
C -2.732 4.633 0.095
Cl -3.130 6.252 0.678
C -2.184 3.706 0.975
C -1.822 3.922 2.372
C -1.212 2.952 3.055
C -0.872 1.609 2.483
N -1.376 1.394 1.137
C -1.897 2.439 0.456
C -2.077 2.128 -0.903
O -1.643 0.944 -1.255
H -3.393 5.099 -1.897
H -2.055 4.871 2.837
H -0.943 3.110 4.094
H -1.263 0.823 3.141
S -1.824 -1.882 -1.669
S -3.771 -1.284 -1.776
S -4.683 -2.099 -0.115
S -4.001 -0.918 1.427
S -2.092 -1.545 1.835
*
```